Formula: C5H6O
Source: OMol25
Level of theory: ωB97M-V/def2-TZVPD

```
12
Properties=species:S:1:pos:R:3:nbo_charge:R:1
C 1.6130 0.2558 0.6980 -0.469
C 1.5234 0.0918 -0.5948 -0.207
C 0.1364 0.1051 -1.1139 0.044
C -0.7879 -0.8275 -0.2582 -0.500
C -1.0128 0.4365 0.5096 0.282
O -0.6817 1.2591 -0.4312 -0.410
H 2.4562 0.1960 1.3791 0.225
H -0.0446 0.2058 -2.1826 0.209
H -1.6975 -1.0959 -0.8062 0.247
H -0.3428 -1.6901 0.2327 0.248
H 0.5959 0.4424 1.2799 0.108
H -1.5419 0.7613 1.3997 0.221
```

- molecular weight (g/mol) = 82.10
- 2S+1 = 1
- energy above the lowest of the compared OMol25 structures with the same formula, charge and spin (kcal per mole) = 132.7
- total energy (hartree) = -269.13474
- charge = 0
- HOMO energy (alpha / beta) (Eh) = -0.27518 / -0.27511



Formula: C5H6O
Source: OMol25
Level of theory: ωB97M-V/def2-TZVPD

```
12
Properties=species:S:1:pos:R:3:nbo_charge:R:1
O -0.8279 1.5837 0.0090 -0.679
C 0.0123 0.7466 0.6817 0.188
C -0.7920 -0.8211 1.1523 -0.296
C -0.8006 -1.2634 -0.0826 0.024
C -0.1046 -0.7325 -1.1061 -0.343
C 0.9733 0.1052 -0.4052 -0.463
H -1.0339 1.0211 -0.7779 0.472
H 0.4173 1.2580 1.5620 0.196
H -0.7973 -1.3844 2.1045 0.230
H -0.2572 -0.8476 -2.1731 0.235
H 1.7285 -0.5134 0.0795 0.221
H 1.4821 0.8479 -1.0441 0.215
```

- molecular weight (g/mol) = 82.10
- structure (SMILES) = O[C@H]1C=C=CC1
- 2S+1 = 1
- energy above the lowest of the compared OMol25 structures with the same formula, charge and spin (kcal per mole) = 108.1
- total energy (hartree) = -269.17398
- charge = 0
- HOMO energy (alpha / beta) (Eh) = -0.30726 / -0.30727



Formula: C5H6O
Source: OMol25
Level of theory: ωB97M-V/def2-TZVPD

```
12
Properties=species:S:1:pos:R:3:nbo_charge:R:1
C 0.1553 -0.5445 0.9890 -0.391
C 1.1541 -0.3300 -0.2147 -0.404
C 0.1502 0.6983 -0.6604 0.229
O -0.5497 1.3980 -1.6420 -0.446
C -1.2091 0.3055 -0.8980 -0.016
C -0.7655 0.6071 0.4990 -0.244
H -0.2965 -1.5405 1.0258 0.211
H 0.6092 -0.3196 1.9568 0.218
H 2.1044 0.0940 0.1222 0.214
H 1.3443 -1.1796 -0.8774 0.211
H -1.5216 -0.5825 -1.4310 0.201
H -1.1751 1.3938 1.1308 0.217
```

- molecular weight (g/mol) = 82.10
- structure (SMILES) = C1C[C@]23O[C@@H]2[C@@H]13
- 2S+1 = 1
- energy above the lowest of the compared OMol25 structures with the same formula, charge and spin (kcal per mole) = 98.9
- total energy (hartree) = -269.18860
- charge = 0
- HOMO energy (Eh) = -0.32128



Formula: C5H6O
Source: OMol25
Level of theory: ωB97M-V/def2-TZVPD

```
12
Properties=species:S:1:pos:R:3:nbo_charge:R:1
C -0.1647 -1.4817 -0.5673 -0.592
C 0.3014 -0.1119 -1.0604 -0.530
C -0.0418 0.9366 -0.1693 0.218
C -0.5003 1.7775 0.5992 -0.275
C 0.4111 1.4280 1.7846 0.411
O 1.0047 0.4520 2.1839 -0.541
H 0.4297 -1.8104 0.2894 0.231
H -1.2152 -1.4550 -0.2617 0.220
H -0.0512 -2.1966 -1.3830 0.215
H -0.2519 0.2131 -1.9487 0.268
H 1.3697 -0.0820 -1.2805 0.248
H 0.4032 2.3708 2.2840 0.126
```

- molecular weight (g/mol) = 82.10
- structure (SMILES) = CCC#CC=O
- 2S+1 = 1
- energy above the lowest of the compared OMol25 structures with the same formula, charge and spin (kcal per mole) = 87.0
- total energy (hartree) = -269.20765
- charge = 0
- HOMO energy (Eh) = -0.36440



Formula: C5H6O
Source: OMol25
Level of theory: ωB97M-V/def2-TZVPD

```
12
Properties=species:S:1:pos:R:3:nbo_charge:R:1
C 0.6968 2.6183 -0.2889 -0.223
C 0.4201 1.4954 0.0467 -0.011
C 0.1141 0.1264 0.4546 -0.434
C 0.6595 -0.8558 -0.5297 0.179
O -0.4900 -1.0430 -1.1135 -0.347
C -1.2208 -0.3690 -0.1350 -0.037
H 0.9374 3.6075 -0.6127 0.240
H 0.3190 -0.0570 1.5123 0.273
H 1.5727 -1.3552 -0.8177 0.212
H -0.1541 -2.3825 1.0196 -0.051
H -0.8495 -2.0574 0.9946 0.012
H -2.0052 0.2723 -0.5302 0.186
```

- molecular weight (g/mol) = 82.10
- 2S+1 = 1
- energy above the lowest of the compared OMol25 structures with the same formula, charge and spin (kcal per mole) = 159.6
- total energy (hartree) = -269.09188
- charge = 0
- HOMO energy (alpha / beta) (Eh) = -0.29564 / -0.28494



Formula: C5H6O
Source: OMol25
Level of theory: ωB97M-V/def2-TZVPD

```
12
Properties=species:S:1:pos:R:3:nbo_charge:R:1
C 1.1960 1.1826 -0.0217 -0.596
C -0.2737 0.7680 0.0405 -0.473
C -0.4856 -0.6653 -0.2723 0.237
C -1.2598 -1.6046 -0.8294 -0.220
C -0.8594 -2.0425 0.4859 0.240
O 0.3303 -1.6462 0.8665 -0.518
H 1.7790 0.6305 0.7203 0.224
H 1.6178 0.9772 -1.0100 0.215
H 1.2971 2.2539 0.1767 0.217
H -0.8771 1.3273 -0.6828 0.246
H -0.6873 0.9696 1.0363 0.237
H -1.5624 -2.4255 1.2349 0.191
```

- molecular weight (g/mol) = 82.10
- 2S+1 = 1
- energy above the lowest of the compared OMol25 structures with the same formula, charge and spin (kcal per mole) = 110.0
- total energy (hartree) = -269.17098
- charge = 0
- HOMO energy (Eh) = -0.33894



Formula: C5H6O
Source: OMol25
Level of theory: ωB97M-V/def2-TZVPD

```
12
Properties=species:S:1:pos:R:3:nbo_charge:R:1
C 2.1836 0.3748 -0.0889 -0.243
C 1.4625 -0.5815 0.0618 -0.003
C 0.1532 -1.2012 0.3050 -0.499
C -0.6655 0.0664 0.5271 0.076
C -1.1804 0.7743 -0.6328 -0.114
O -2.0540 0.1224 0.2916 -0.484
H 2.7653 1.2555 -0.2270 0.237
H 0.1494 -1.8700 1.1706 0.239
H -0.2072 -1.7579 -0.5667 0.240
H -0.3134 0.6525 1.3779 0.188
H -1.1128 0.2947 -1.6112 0.180
H -1.1812 1.8627 -0.6370 0.184
```

- molecular weight (g/mol) = 82.10
- structure (SMILES) = C#CC[C@H]1CO1
- 2S+1 = 1
- energy above the lowest of the compared OMol25 structures with the same formula, charge and spin (kcal per mole) = 72.6
- total energy (hartree) = -269.23052
- charge = 0
- HOMO energy (Eh) = -0.37099



Formula: C5H6O
Source: OMol25
Level of theory: ωB97M-V/def2-TZVPD

```
12
Properties=species:S:1:pos:R:3:nbo_charge:R:1
C 1.7887 -1.1098 -1.3026 -0.389
C 0.6072 -1.1586 -1.0845 0.317
O -0.6855 -1.2534 -0.9103 -0.487
C -1.2377 -0.8215 0.2988 0.109
C -0.9651 0.3093 0.9360 -0.229
C -0.0285 1.4095 0.5354 -0.656
H 2.8374 -1.0675 -1.4872 0.243
H -1.9802 -1.5357 0.6364 0.196
H -1.5173 0.4486 1.8634 0.215
H 0.7857 1.5107 1.2623 0.226
H 0.4164 1.2486 -0.4475 0.232
H -0.5687 2.3628 0.5192 0.222
```

- molecular weight (g/mol) = 82.10
- structure (SMILES) = C#CO/C=C\C
- 2S+1 = 1
- energy above the lowest of the compared OMol25 structures with the same formula, charge and spin (kcal per mole) = 70.0
- total energy (hartree) = -269.23471
- charge = 0
- HOMO energy (Eh) = -0.33518



Formula: C5H6O
Source: OMol25
Level of theory: ωB97M-V/def2-TZVPD

```
12
Properties=species:S:1:pos:R:3:nbo_charge:R:1
C -0.6595 1.1073 1.3614 -0.641
C -1.2754 -0.2236 0.9695 -0.193
C -0.5693 -0.9022 0.0934 -0.088
C 0.4673 -0.9199 -0.6918 0.237
C 1.2132 -0.6285 -1.8841 -0.123
O 1.7554 -1.3495 -0.7362 -0.446
H 0.3369 0.9224 1.7731 0.222
H -0.5304 1.7022 0.4507 0.216
H -1.2185 1.7091 2.0771 0.213
H -2.2209 -0.5645 1.3877 0.214
H 1.6121 0.3776 -2.0213 0.193
H 1.0892 -1.2304 -2.7796 0.197
```

- molecular weight (g/mol) = 82.10
- structure (SMILES) = CC=C=C1CO1
- 2S+1 = 1
- energy above the lowest of the compared OMol25 structures with the same formula, charge and spin (kcal per mole) = 79.9
- total energy (hartree) = -269.21895
- charge = 0
- HOMO energy (Eh) = -0.33117



Formula: C5H6O
Source: OMol25
Level of theory: ωB97M-V/def2-TZVPD

```
12
Properties=species:S:1:pos:R:3:nbo_charge:R:1
C -1.1433 -0.9194 -2.2809 -0.234
C -0.4357 -0.2631 -1.5614 -0.014
C 0.3841 0.5443 -0.6535 -0.504
C -0.1433 0.4920 0.7662 0.071
C 0.4944 -0.3366 1.7874 -0.110
O 0.6964 1.0711 1.7479 -0.487
H -1.7670 -1.5000 -2.9243 0.237
H 0.3895 1.5880 -0.9920 0.244
H 1.4256 0.2017 -0.6651 0.240
H -1.2036 0.7289 0.8739 0.190
H 1.3640 -0.9384 1.5211 0.181
H -0.0870 -0.7014 2.6334 0.186
```

- molecular weight (g/mol) = 82.10
- structure (SMILES) = C#CC[C@H]1CO1
- 2S+1 = 1
- energy above the lowest of the compared OMol25 structures with the same formula, charge and spin (kcal per mole) = 63.0
- total energy (hartree) = -269.24592
- charge = 0
- HOMO energy (Eh) = -0.37399